ORCA calculation (ωB97M-V/def2-TZVPD) on C26H34NSZr as an isolated structure in a non-equilibrium geometry.

Last column: natural (NBO) charge in e.
Geometry (Å):
C -1.987 1.109 -1.565  -0.16
C -1.567 0.146 -2.551  -0.17
C -0.166 0.341 -2.788  -0.11
C 0.298 1.369 -1.906  -0.03
C -0.825 1.849 -1.148  -0.15
Zr -0.645 -0.494 -0.354  1.59
C 2.829 -0.821 1.303  -0.07
C 0.346 -0.837 1.735  -0.63
H 0.176 -1.594 2.512  0.24
C -0.342 0.403 1.719  -0.77
H 0.263 1.309 1.708  0.20
H -1.244 0.593 2.314  0.23
C 2.865 -0.926 2.831  -0.60
H 2.772 -1.955 3.169  0.21
H 3.789 -0.518 3.240  0.22
H 2.024 -0.352 3.258  0.22
C 3.086 0.701 1.073  -0.62
H 2.872 0.970 0.033  0.22
H 2.426 1.283 1.741  0.22
H 4.123 1.004 1.279  0.24
C -2.437 -0.848 -3.239  -0.63
H -3.320 -1.089 -2.634  0.23
H -2.790 -0.476 -4.212  0.24
H -1.889 -1.783 -3.427  0.22
C 0.635 -0.290 -3.870  -0.64
H 0.642 -1.383 -3.776  0.22
H 0.235 -0.046 -4.866  0.24
H 1.676 0.052 -3.842  0.23
C 1.670 1.947 -1.942  -0.66
H 2.427 1.155 -1.848  0.22
H 1.872 2.460 -2.897  0.24
H 1.822 2.672 -1.134  0.23
C -0.841 3.030 -0.237  -0.63
H 0.151 3.222 0.189  0.22
H -1.151 3.942 -0.770  0.23
H -1.541 2.886 0.595  0.22
C -3.389 1.323 -1.101  -0.63
H -3.423 2.018 -0.252  0.22
H -4.010 1.750 -1.904  0.24
H -3.862 0.379 -0.790  0.22
C 4.437 -1.487 0.812  -0.11
C 1.500 -1.049 0.838  0.10
C 4.474 -1.391 -0.538  -0.28
C 1.245 -1.797 -0.343  -0.39
H 5.398 -1.731 1.283  0.25
C 3.516 -1.755 -1.540  -0.18
H 5.405 -0.979 -0.974  0.21
C 2.175 -2.050 -1.420  -0.22
H 0.271 -2.412 -0.343  0.25
H 3.968 -1.881 -2.542  0.23
H 1.689 -2.544 -2.283  0.22
S -2.534 -2.027 0.365  -0.20
C -2.600 -1.906 2.119  0.16
N -3.555 -1.083 2.660  -0.47
C -3.676 -0.864 4.006  0.07
C -2.801 -1.485 4.868  -0.26
C -1.856 -2.385 4.366  -0.09
C -1.808 -2.647 2.995  -0.24
H -4.180 -0.603 2.004  0.45
H -4.476 -0.193 4.308  0.24
H -2.864 -1.285 5.938  0.26
H -1.171 -2.895 5.038  0.25
H -1.079 -3.316 2.557  0.26

The calculation puts the HOMO energy (spin up / spin down) at -9.31 / -9.31 eV. The value obtained for the total energy is -1510.73316 hartree. Its strongest force on any atom is 6.60 eV Å⁻¹. The orbital gap (spin up / spin down) comes out at 5.60 / 5.60 eV. As for the charge: +1. The energy above the lowest of the compared OMol25 structures with the same formula, charge and spin is 92.3 kcal per mole.

ORCA calculation (ωB97M-V/def2-TZVPD) on C26H35CsF6N7O4S2 as an isolated structure in a non-equilibrium geometry.

Last column: Löwdin charge in e.
Geometry (Å):
Cs 10.229 -14.860 8.981  1.02
C 13.561 -11.548 6.013  0.00
C 12.554 -12.406 6.771  -0.30
N 12.753 -13.184 7.744  0.04
C 14.018 -13.421 8.432  -0.21
C 14.049 -13.103 9.962  -0.23
N 13.086 -13.799 10.792  -0.10
C 12.492 -13.238 12.030  -0.20
C 11.594 -11.940 12.061  -0.22
N 10.224 -12.131 11.652  -0.09
C 9.618 -11.245 10.644  -0.21
C 8.140 -11.637 10.413  -0.21
N 7.783 -12.073 9.050  0.09
C 8.056 -11.401 8.028  -0.32
C 7.716 -9.936 7.781  0.00
C 8.960 -11.986 6.999  -0.35
C 8.467 -12.751 6.002  -0.06
C 9.287 -13.601 5.121  -0.28
C 10.710 -13.256 5.379  -0.03
C 11.093 -12.403 6.418  -0.34
N 10.272 -11.711 7.241  0.08
H 14.536 -11.819 6.391  0.04
H 13.424 -10.511 6.235  0.07
H 13.434 -11.713 4.908  0.10
H 14.864 -12.778 8.063  0.10
H 14.229 -14.513 8.334  0.12
H 15.099 -13.382 10.222  0.11
H 13.996 -12.017 10.091  0.11
H 13.329 -14.790 10.973  0.12
H 13.291 -13.139 12.782  0.10
H 11.807 -14.065 12.349  0.12
H 11.631 -11.506 13.097  0.12
H 12.065 -11.179 11.404  0.11
H 9.623 -12.194 12.463  0.11
H 10.143 -11.284 9.680  0.09
H 9.680 -10.164 10.955  0.12
H 7.480 -10.811 10.788  0.10
H 7.926 -12.461 11.073  0.09
H 7.500 -9.426 8.723  0.07
H 6.912 -9.852 7.082  0.06
H 8.595 -9.446 7.370  0.08
H 7.379 -12.934 6.020  0.11
H 9.186 -14.660 5.425  0.12
H 11.525 -13.646 4.779  0.09
F 11.846 -18.087 11.277  0.10
C 10.870 -18.344 12.189  -0.61
F 10.986 -19.671 12.488  0.11
F 11.161 -17.636 13.311  0.10
S 9.198 -17.804 11.661  0.62
O 9.468 -16.431 11.220  -0.50
O 8.413 -18.085 12.850  -0.29
N 8.704 -18.884 10.531  -0.28
S 8.803 -18.220 9.026  0.59
O 7.949 -17.037 8.828  -0.38
O 10.129 -18.231 8.416  -0.34
C 7.936 -19.595 8.207  -0.67
F 7.856 -19.357 6.890  0.13
F 6.685 -19.739 8.676  0.13
F 8.621 -20.746 8.399  0.12
C 5.706 -10.112 3.482  -0.10
N 6.201 -11.470 3.177  -0.27
C 5.427 -12.573 3.730  -0.09
C 7.663 -11.529 3.254  -0.16
C 8.219 -12.874 2.809  -0.15
C 7.944 -13.213 1.452  -0.06
C 8.372 -14.410 0.947  -0.12
C 9.015 -15.347 1.758  -0.09
C 9.314 -14.981 3.046  -0.05
C 8.927 -13.757 3.605  -0.11
H 4.745 -9.996 2.926  0.08
H 6.410 -9.373 3.063  0.08
H 5.555 -9.911 4.561  0.07
H 4.362 -12.303 3.771  0.08
H 5.700 -12.855 4.757  0.06
H 5.561 -13.488 3.119  0.09
H 7.964 -11.239 4.239  0.09
H 8.006 -10.697 2.594  0.12
H 7.305 -12.515 0.903  0.11
H 8.222 -14.608 -0.123  0.10
H 9.377 -16.305 1.377  0.10
H 9.912 -15.654 3.647  0.11

The calculation puts the HOMO energy at -3.44 eV. The value obtained for the total energy is -3111.62855 hartree. Its strongest force on any atom is 3.20 eV Å⁻¹. The orbital gap comes out at 5.34 eV. As for the charge: -1.

ORCA calculation (ωB97M-V/def2-TZVPD) on C26H35EuO2 as an isolated structure in a non-equilibrium geometry.

Last column: Löwdin charge in e.
Geometry (Å):
O -3.384 0.291 -1.066  -0.12
C -4.784 0.154 -0.665  -0.16
C -5.211 -0.355 -2.058  -0.07
H -5.207 1.118 -0.362  0.11
H -4.902 -0.588 0.142  0.11
C -3.683 -0.307 -2.361  -0.56
H -5.828 0.374 -2.595  0.11
H -5.688 -1.336 -2.043  0.11
C -3.282 0.594 -3.506  -0.02
H -3.653 1.609 -3.365  0.08
H -3.683 0.206 -4.445  0.09
H -2.194 0.623 -3.611  0.07
C -2.988 -1.660 -2.421  -0.01
H -3.267 -2.321 -1.594  0.08
H -1.894 -1.531 -2.387  0.06
H -3.216 -2.169 -3.364  0.09
Eu 1.056 0.660 1.324  1.65
C 0.101 -2.776 1.178  -0.19
C 0.303 -1.901 2.285  -0.29
C -0.852 -1.045 2.375  -0.31
H 1.124 -1.945 2.998  0.04
C -1.781 -1.480 1.382  -0.16
C -1.211 -2.570 0.684  -0.16
H -1.696 -3.174 -0.082  0.08
H 0.829 -3.488 0.793  0.09
H -1.009 -0.236 3.100  0.06
H -2.789 -1.097 1.235  0.07
C 1.862 -1.256 -0.701  -0.25
C 0.865 -1.654 -1.632  -0.16
C 0.537 -0.534 -2.441  -0.16
H 0.423 -2.647 -1.748  0.09
C 1.238 0.592 -1.934  -0.21
C 2.154 0.126 -0.935  -0.36
H 2.952 0.708 -0.454  0.06
H 2.384 -1.895 0.012  0.07
H -0.080 -0.555 -3.340  0.07
H 1.149 1.622 -2.294  0.07
O 0.000 2.561 0.791  -0.41
C -1.081 2.737 -0.225  -0.12
C -1.524 4.201 -0.167  -0.15
H -1.884 2.028 0.026  0.11
H -0.667 2.455 -1.205  0.10
C -0.730 4.880 0.952  -0.15
H -2.602 4.281 -0.008  0.11
H -1.333 4.679 -1.130  0.11
C 0.338 3.883 1.436  -0.13
H -1.399 5.160 1.774  0.11
H -0.257 5.805 0.603  0.11
H 0.340 3.703 2.515  0.11
H 1.362 4.149 1.121  0.12
C 3.220 0.114 2.966  -0.06
C 4.096 -0.844 2.368  -0.32
C 3.928 -2.236 2.625  -0.04
C 4.721 -3.181 1.981  -0.07
C 5.674 -2.779 1.031  -0.06
C 5.918 -1.416 0.835  -0.08
C 5.129 -0.461 1.458  -0.05
H 3.467 1.182 2.933  0.06
H 2.557 -0.227 3.765  0.06
H 3.153 -2.554 3.336  0.11
H 4.609 -4.242 2.216  0.11
H 6.242 -3.527 0.471  0.11
H 6.743 -1.107 0.190  0.11
H 5.281 0.601 1.239  0.11

The calculation puts the HOMO energy (spin up / spin down) at -5.97 / -5.44 eV. The value obtained for the total energy is -1872.20950 hartree. Its strongest force on any atom is 3.23 eV Å⁻¹. The orbital gap (spin up / spin down) comes out at 5.66 / 3.71 eV. As for the charge: 0. The spin multiplicity is 7. The energy above the lowest of the compared OMol25 structures with the same formula, charge and spin is 102.1 kcal per mole.

The lowest charge belongs to which entry? C26H35CsF6N7O4S2